No. 1
{"formula": "C22H42N3O3PtSSi2Te", "method": "ωB97M-V/def2-TZVPD", "charge": 3, "e_lumo_ev": -11.45, "homo_lumo_gap_ev": 5.110, "homo_ev": -16.55, "total_energy_ha": -2617.05856, "e_above_lowest_ev": 1.563, "symbols": ["Pt", "N", "C", "C", "C", "O", "O", "H", "H", "H", "H", "H", "H", "C", "C", "C", "N", "C", "S", "N", "C", "O", "C", "C", "C", "C", "C", "C", "H", "H", "H", "H", "H", "H", "H", "H", "H", "H", "H", "H", "H", "H", "C", "Si", "C", "C", "C", "Te", "C", "Si", "C", "C", "C", "H", "H", "H", "H", "H", "H", "H", "H", "H", "H", "H", "H", "H", "H", "H", "H", "H", "H", "H", "H", "H", "H"], "positions_angstrom": [[0.577, -0.263, 1.040], [2.586, -0.988, 1.108], [3.223, -0.989, 2.472], [3.361, 0.442, 2.995], [2.039, 1.081, 2.749], [1.023, 0.340, 2.925], [1.978, 2.260, 2.251], [2.545, -1.940, 0.748], [3.173, -0.452, 0.470], [4.211, -1.448, 2.429], [2.594, -1.587, 3.125], [4.134, 1.021, 2.490], [3.603, 0.424, 4.062], [-3.690, -5.106, -2.750], [-2.565, -4.132, -3.093], [-2.559, -2.889, -2.211], [-2.120, -3.257, -0.844], [-1.381, -2.593, -0.012], [-0.906, -0.920, -0.457], [-0.982, -3.113, 1.154], [-1.079, -4.505, 1.643], [-1.272, -4.622, 2.812], [-0.840, -5.586, 0.671], [-1.417, -6.829, 0.930], [-1.149, -7.897, 0.090], [-0.255, -7.749, -0.961], [0.349, -6.517, -1.203], [0.052, -5.436, -0.396], [-3.662, -5.958, -3.427], [-4.667, -4.635, -2.864], [-3.620, -5.500, -1.730], [-2.671, -3.802, -4.127], [-1.596, -4.631, -3.013], [-3.564, -2.467, -2.142], [-1.892, -2.128, -2.609], [-2.418, -4.189, -0.558], [-0.752, -2.468, 1.896], [-2.052, -6.955, 1.798], [-1.628, -8.850, 0.271], [-0.019, -8.595, -1.594], [1.050, -6.402, -2.019], [0.556, -4.489, -0.566], [-3.873, 4.306, 0.775], [-2.308, 3.755, -0.034], [-2.606, 2.314, -1.172], [-1.517, 5.201, -0.896], [-1.106, 3.155, 1.397], [0.716, 2.736, 0.519], [1.613, 4.618, 0.976], [3.112, 4.978, -0.204], [3.385, 6.782, 0.088], [2.473, 4.669, -1.932], [4.499, 3.831, 0.257], [-4.552, 4.628, -0.020], [-3.700, 5.147, 1.448], [-4.350, 3.498, 1.333], [-3.182, 2.647, -2.038], [-3.186, 1.533, -0.676], [-1.682, 1.866, -1.557], [-2.165, 5.526, -1.713], [-0.539, 4.969, -1.340], [-1.392, 6.051, -0.221], [-1.485, 2.260, 1.895], [-0.916, 3.942, 2.127], [1.904, 4.521, 2.021], [0.823, 5.362, 0.856], [2.509, 7.352, -0.225], [4.243, 7.124, -0.497], [3.589, 6.989, 1.141], [1.720, 5.410, -2.210], [2.021, 3.672, -2.041], [3.275, 4.727, -2.670], [5.036, 4.184, 1.139], [5.220, 3.744, -0.558], [4.124, 2.825, 0.482]], "forces_ev_per_a": [[0.0, -2.0, -0.4], [-0.5, 0.4, 0.2], [0.2, 0.0, 0.2], [0.2, 0.2, 0.0], [-0.4, 0.0, 0.1], [0.1, 0.8, 0.1], [-0.4, -0.3, -0.9], [0.0, 0.0, 0.0], [-0.1, -0.1, -0.2], [0.0, -0.1, -0.2], [0.0, 0.0, 0.0], [0.1, -0.1, 0.0], [0.0, 0.0, 0.0], [0.0, 0.1, -0.1], [-0.1, -0.1, 0.1], [0.0, 0.0, -0.2], [-0.1, 0.2, -0.3], [-0.1, 0.0, 0.2], [0.2, 0.1, 0.0], [0.2, -0.1, -0.2], [0.1, 0.0, 0.1], [0.0, 0.1, 0.0], [0.1, 0.0, 0.0], [-0.1, 0.0, 0.1], [0.0, -0.1, 0.0], [-0.1, 0.1, -0.1], [0.0, 0.0, 0.0], [0.0, 0.0, 0.0], [0.0, 0.0, 0.1], [0.0, 0.0, 0.0], [0.0, 0.0, 0.0], [0.0, 0.0, 0.0], [0.0, 0.1, -0.1], [0.0, 0.0, 0.1], [0.1, 0.0, 0.1], [0.0, 0.0, 0.1], [-0.1, 0.0, 0.1], [-0.1, 0.0, -0.1], [0.1, 0.0, 0.0], [0.0, 0.0, 0.0], [0.0, -0.1, 0.0], [-0.1, 0.0, 0.0], [0.2, -0.2, 0.2], [-0.7, 0.4, 0.0], [0.3, -0.2, 0.0], [0.4, -0.2, 0.0], [0.2, -0.2, 0.0], [0.7, 1.0, 1.9], [0.2, -0.1, -0.8], [-0.3, 0.6, 0.0], [0.3, -0.1, 0.0], [-0.1, -0.2, 0.1], [0.0, -0.1, 0.1], [0.0, 0.0, 0.1], [-0.1, 0.0, 0.0], [-0.1, 0.1, 0.0], [0.0, 0.0, 0.0], [0.0, 0.0, 0.0], [-0.1, 0.0, -0.1], [0.0, 0.0, 0.0], [-0.1, 0.1, -0.1], [0.0, 0.0, 0.0], [-0.1, 0.0, -0.2], [-0.1, 0.0, 0.0], [-0.2, 0.0, 0.1], [0.0, -0.1, 0.0], [0.0, 0.0, 0.0], [0.0, 0.1, 0.1], [0.0, 0.1, 0.0], [0.0, 0.0, 0.0], [0.1, 0.0, -0.1], [0.0, 0.0, 0.0], [0.0, 0.0, 0.0], [0.0, 0.0, 0.0], [0.1, 0.0, -0.1]], "mulliken_charge": [0.37, -0.63, -0.60, -0.33, 0.50, -0.69, -0.41, 0.35, 0.33, 0.46, 0.36, 0.30, 0.34, -1.11, -0.51, -0.62, -0.07, 0.73, -0.17, 0.10, 0.06, -0.47, 0.18, -0.57, -0.63, -0.46, -0.73, 0.36, 0.35, 0.33, 0.34, 0.36, 0.23, 0.28, 0.52, 0.13, 0.14, 0.49, 0.47, 0.45, 0.46, 0.38, -0.97, -0.23, -0.91, -0.73, -0.76, 0.52, -0.93, 0.08, -1.03, -0.99, -0.72, 0.35, 0.35, 0.36, 0.45, 0.29, 0.32, 0.42, 0.11, 0.36, 0.64, 0.53, 0.61, 0.65, 0.34, 0.37, 0.36, 0.31, 0.33, 0.41, 0.34, 0.44, -0.02]}



No. 2
{"formula": "C22H42NO5", "method": "ωB97M-V/def2-TZVPD", "e_lumo_ev": [0.59, -0.18], "homo_lumo_gap_ev": [9.492, 9.331], "homo_ev": [-8.90, -9.51], "total_energy_ha": -1294.03774, "spin_multiplicity": 2, "symbols": ["C", "C", "C", "O", "O", "C", "C", "C", "C", "C", "C", "C", "N", "O", "C", "C", "C", "C", "H", "H", "H", "H", "H", "H", "H", "H", "H", "H", "H", "H", "H", "H", "H", "H", "H", "H", "H", "H", "H", "H", "H", "H", "H", "H", "C", "C", "C", "O", "C", "H", "H", "H", "H", "H", "H", "H", "H", "C", "C", "C", "O", "C", "H", "H", "H", "H", "H", "H", "H", "H"], "positions_angstrom": [[1.139, 5.389, 2.913], [0.130, 6.661, 2.689], [-1.488, 6.239, 2.720], [-2.275, 7.025, 1.933], [-1.985, 5.148, 3.573], [-2.891, 4.239, 2.856], [-2.149, 2.848, 2.342], [-2.645, 2.390, 0.812], [-2.298, 3.489, -0.347], [-0.978, 3.182, -1.258], [0.338, 4.064, -0.722], [-1.312, 3.848, -2.758], [-0.672, 1.735, -1.525], [-1.476, 1.217, -2.478], [-0.746, 0.845, -0.315], [0.481, 1.025, 0.769], [-0.579, -0.716, -0.897], [-2.172, 0.855, 0.492], [1.427, 5.229, 4.056], [0.711, 4.397, 2.464], [2.147, 5.608, 2.310], [0.298, 7.398, 3.598], [0.380, 7.238, 1.675], [-3.698, 3.878, 3.659], [-3.505, 4.726, 1.988], [-2.406, 1.950, 3.076], [-0.999, 3.048, 2.410], [-3.836, 2.357, 0.893], [-3.268, 3.642, -0.996], [-2.106, 4.533, 0.195], [0.492, 5.007, -1.438], [1.338, 3.433, -0.838], [0.179, 4.503, 0.351], [-1.279, 5.034, -2.730], [-0.599, 3.431, -3.601], [-2.444, 3.579, -3.027], [0.570, 2.093, 1.238], [1.519, 0.635, 0.327], [0.234, 0.289, 1.673], [0.235, -0.676, -1.762], [-0.141, -1.328, 0.015], [-1.622, -1.118, -1.256], [-2.999, 0.383, -0.229], [-2.121, 0.236, 1.484], [-0.801, -6.056, -2.268], [-0.577, -5.359, -3.585], [-0.900, -3.921, -3.241], [-0.558, -3.737, -1.860], [-0.312, -5.024, -1.276], [-0.277, -7.012, -2.182], [-1.872, -6.238, -2.122], [0.476, -5.446, -3.877], [-1.191, -5.751, -4.400], [-1.970, -3.717, -3.350], [-0.344, -3.208, -3.856], [0.767, -5.114, -1.109], [-0.822, -5.095, -0.311], [4.148, -6.432, -0.133], [3.942, -4.944, -0.254], [3.283, -4.606, 1.065], [3.781, -5.544, 2.031], [4.477, -6.587, 1.335], [4.930, -6.822, -0.789], [3.212, -6.955, -0.364], [4.913, -4.440, -0.327], [3.340, -4.652, -1.119], [2.197, -4.729, 1.010], [3.503, -3.587, 1.395], [5.549, -6.453, 1.518], [4.175, -7.560, 1.733]], "forces_ev_per_a": [[0.8, 0.1, -0.3], [-0.2, -0.6, 1.0], [-2.9, 4.0, -3.6], [4.4, -5.6, 5.1], [1.1, 2.1, -3.4], [-2.0, -2.1, 0.2], [0.1, 0.2, -0.2], [-0.9, 0.0, 1.2], [-0.1, 0.2, 0.8], [0.1, 3.3, -1.8], [0.4, 0.0, -0.7], [-1.1, 0.0, 0.0], [-3.4, -0.6, 0.5], [1.8, 1.2, 1.5], [0.9, -3.2, 1.4], [0.0, -0.6, 0.4], [0.6, 1.0, 0.6], [-0.6, 1.2, -1.2], [-0.8, 0.3, -2.6], [0.7, 1.9, 1.0], [-2.2, -0.5, 1.4], [-0.5, -1.4, -2.0], [-1.0, -1.4, 2.3], [1.8, 1.1, -1.6], [1.5, -0.5, 1.7], [0.6, 2.0, -1.5], [-2.1, -0.5, -0.3], [2.5, 0.1, -0.1], [2.1, -0.5, 1.0], [-0.4, -2.2, -1.2], [-0.5, -2.1, 1.6], [-2.2, 1.3, 0.6], [0.4, -1.1, -1.9], [0.1, -2.6, 0.1], [-1.4, 0.9, 1.9], [2.7, 0.4, 0.4], [0.0, -2.0, -1.1], [-2.3, 1.2, 0.8], [0.5, 1.6, -2.0], [-1.9, -0.3, 1.8], [-1.1, 1.0, -2.0], [2.4, 0.7, 0.6], [1.9, 0.9, 1.6], [0.1, 1.1, -2.0], [-0.4, -0.5, 0.3], [0.3, -0.1, -0.5], [-0.2, 0.4, 0.0], [0.0, -0.4, -0.1], [0.2, 0.3, 0.2], [-0.1, 0.1, 0.0], [0.1, 0.0, 0.0], [-0.1, 0.0, 0.0], [0.1, 0.1, 0.1], [0.0, 0.0, -0.1], [-0.1, 0.0, 0.2], [0.0, -0.1, 0.1], [0.1, 0.1, -0.1], [-0.2, -0.5, -0.3], [0.3, 0.5, -0.3], [-0.3, 0.1, 0.3], [0.0, 0.0, -0.4], [0.2, 0.0, 0.4], [-0.1, 0.0, 0.1], [0.1, 0.0, 0.0], [-0.1, 0.0, 0.0], [0.0, 0.0, 0.1], [0.0, 0.1, -0.1], [0.0, -0.1, 0.1], [0.0, -0.1, 0.0], [0.0, 0.1, 0.1]], "mulliken_charge": [-0.64, -0.37, 0.53, -0.57, -0.36, -0.64, -0.20, 0.20, -0.89, 1.28, -1.18, -1.38, 0.42, -0.50, 0.99, -1.17, -1.20, -1.04, 0.30, 0.04, 0.28, 0.35, 0.25, 0.26, 0.38, 0.41, -0.10, 0.38, 0.30, 0.05, 0.41, 0.25, 0.07, 0.40, 0.34, 0.29, 0.11, 0.29, 0.36, 0.29, 0.19, 0.22, 0.40, 0.24, -0.56, -0.57, -0.53, -0.29, 0.04, 0.33, 0.28, 0.27, 0.33, 0.34, 0.28, -0.29, 0.32, -0.41, -0.53, -0.20, -0.43, -0.47, 0.33, 0.18, 0.32, 0.29, 0.15, 0.26, 0.26, 0.28]}



No. 3
{"formula": "C22H42NOP3SY", "method": "ωB97M-V/def2-TZVPD", "charge": 3, "e_lumo_ev": [-11.64, -12.15], "homo_lumo_gap_ev": [3.646, 3.149], "homo_ev": [-15.29, -15.30], "total_energy_ha": -2452.96107, "e_above_lowest_ev": 3.159, "symbols": ["Y", "P", "P", "P", "H", "C", "C", "H", "C", "C", "C", "C", "C", "C", "C", "C", "C", "H", "H", "H", "H", "H", "H", "H", "H", "H", "H", "H", "H", "H", "H", "H", "H", "H", "H", "H", "H", "H", "H", "H", "H", "H", "H", "H", "H", "H", "C", "C", "C", "C", "C", "C", "O", "H", "H", "H", "H", "H", "H", "S", "C", "N", "C", "C", "C", "C", "H", "H", "H", "H", "H"], "positions_angstrom": [[-0.021, 0.029, 0.616], [1.699, -1.024, 2.347], [1.453, 2.027, 0.251], [-0.922, -2.255, 0.080], [-0.853, 2.009, -8.867], [-1.793, 1.467, -8.761], [-2.947, 2.118, -8.466], [-2.964, 3.200, -8.324], [3.034, -1.858, 1.528], [2.424, 0.155, 3.400], [0.948, -2.172, 3.412], [0.623, 2.995, -0.981], [1.747, 3.148, 1.553], [3.051, 1.664, -0.472], [-2.134, -2.049, -1.188], [-1.696, -3.190, 1.337], [0.286, -3.364, -0.642], [-1.779, 0.388, -8.913], [-3.890, 1.579, -8.371], [3.700, -2.179, 2.336], [3.574, -1.197, 0.836], [2.692, -2.732, 0.962], [2.995, -0.443, 4.119], [1.678, 0.748, 3.949], [3.107, 0.846, 2.891], [1.580, -3.062, 3.434], [-0.085, -2.483, 3.169], [0.930, -1.721, 4.408], [1.105, 3.972, -0.958], [-0.458, 3.105, -0.775], [0.715, 2.555, -1.985], [2.744, 3.574, 1.398], [1.700, 2.721, 2.570], [1.005, 3.957, 1.494], [3.458, 2.618, -0.824], [2.961, 0.963, -1.314], [3.738, 1.221, 0.266], [-2.724, -2.953, -1.199], [-1.655, -1.900, -2.177], [-2.797, -1.173, -1.026], [-2.445, -3.814, 0.839], [-2.209, -2.572, 2.100], [-0.978, -3.841, 1.848], [-0.281, -4.143, -1.163], [0.908, -3.815, 0.145], [0.946, -2.847, -1.351], [-1.041, 0.517, -2.261], [0.148, 0.093, -2.926], [0.177, 0.012, -4.311], [-0.947, 0.326, -5.062], [-2.111, 0.730, -4.411], [-2.163, 0.822, -3.041], [-1.136, 0.627, -0.942], [1.386, -0.683, -0.537], [1.033, -0.166, -2.326], [1.099, -0.304, -4.801], [-0.919, 0.258, -6.166], [-3.005, 0.981, -4.992], [-3.063, 1.138, -2.516], [-1.812, 0.937, 2.175], [-1.271, 0.671, 3.814], [-1.650, -0.559, 4.412], [-1.272, -0.743, 5.733], [-0.605, 0.195, 6.406], [-0.264, 1.410, 5.803], [-0.609, 1.632, 4.518], [-2.155, -1.236, 3.898], [-1.574, -1.705, 6.157], [-0.321, 0.014, 7.464], [0.277, 2.178, 6.377], [-0.371, 2.586, 4.007]], "forces_ev_per_a": [[-2.6, 1.3, 4.0], [0.0, 0.3, -2.1], [1.7, 0.2, -1.1], [0.8, -1.4, -0.8], [-0.2, -0.1, -0.1], [-1.3, 0.7, 0.6], [1.4, -0.8, -0.1], [0.0, -0.3, -0.1], [1.0, -0.5, 0.1], [1.1, 1.0, 1.4], [-0.9, -1.5, 1.4], [-0.7, 0.7, -0.8], [0.3, 1.4, 1.6], [0.8, 0.2, -0.2], [-1.0, 0.7, -1.1], [-1.2, -1.0, 1.3], [0.2, -0.8, -0.3], [0.0, 0.2, -0.1], [0.2, 0.2, -0.1], [0.3, -0.2, -0.4], [-0.1, -0.1, 0.3], [0.0, 0.2, 0.2], [0.2, 0.4, 0.2], [0.3, -0.3, -0.2], [-0.1, -0.2, 0.1], [-0.1, -0.2, 0.3], [0.7, 0.2, 0.0], [0.0, -0.3, 0.1], [-0.1, 0.2, -0.3], [0.6, 0.1, 0.1], [0.1, 0.2, 0.3], [-0.1, 0.2, 0.2], [0.1, 0.1, -0.5], [0.2, -0.2, 0.1], [0.3, -0.3, -0.1], [0.1, 0.3, 0.2], [-0.2, 0.2, -0.2], [-0.4, -0.3, -0.4], [-0.2, -0.3, 0.5], [0.3, -0.7, 0.1], [0.0, -0.2, 0.4], [0.2, -0.3, -0.6], [-0.2, 0.1, -0.2], [0.4, -0.1, 0.0], [-0.2, 0.0, -0.3], [-0.2, -0.2, 0.1], [0.0, 0.3, 2.0], [0.6, -0.2, -0.8], [1.5, -0.4, 1.6], [-0.3, 0.0, -1.3], [-1.4, 0.5, 0.4], [-1.2, 0.4, -1.0], [-0.6, 0.5, -5.0], [1.5, -0.6, -0.8], [-0.3, 0.2, -0.4], [-0.3, 0.1, 0.1], [-0.1, 0.1, 0.8], [0.4, -0.1, 0.1], [0.1, 0.0, -0.2], [-0.6, 0.2, 0.7], [-2.0, -2.9, -1.2], [2.6, 4.0, 1.8], [-1.7, -2.1, -1.9], [1.2, 1.0, 2.1], [0.5, 0.1, 1.8], [0.4, 1.6, -1.0], [-0.6, -0.6, -0.5], [0.1, 0.4, 0.0], [-0.3, 0.1, -0.9], [-0.3, -0.4, -0.2], [-0.3, -0.8, 0.4]], "mulliken_charge": [-2.12, 1.58, 2.11, 1.94, 0.29, -0.61, -0.48, 0.26, -1.31, -1.21, -0.97, -1.60, -1.28, -1.37, -1.46, -1.41, -1.39, 0.30, 0.28, 0.53, 0.26, 0.28, 0.51, 0.02, 0.49, 0.50, -0.04, 0.37, 0.60, 0.40, 0.33, 0.42, 0.19, 0.51, 0.52, 0.29, 0.36, 0.69, 0.28, 0.32, 0.53, 0.17, 0.47, 0.50, 0.37, 0.31, -0.58, 0.80, -0.94, -0.35, -0.56, 0.23, -0.46, 0.22, 0.34, 0.49, 0.37, 0.50, 0.55, -0.51, 0.61, 0.21, -0.45, -0.46, -0.10, -0.74, 0.24, 0.43, 0.42, 0.47, 0.52]}